Entry from OMol25: the molecule C5H8N2 at a distorted geometry (ωB97M-V with the def2-TZVPD basis set).

```
15
Properties=species:S:1:pos:R:3:forces:R:3
H -2.978417 -0.614399 -0.103411 -0.190 -0.968 -0.221
N -2.411115 0.191666 0.042911 1.200 0.833 0.131
C -1.141538 0.020778 -0.001854 -0.287 1.060 0.383
C -0.248407 1.239790 0.138453 -1.545 0.055 -0.204
C 1.056365 1.208731 -0.040249 2.230 1.765 -1.787
C 1.917884 -0.017291 -0.122363 -0.841 0.079 -1.254
C 0.914285 -1.118477 0.318992 4.430 -2.897 0.851
N -0.389518 -1.095882 -0.294059 -0.718 -2.350 0.058
H -0.779708 2.202799 0.178370 0.202 -0.645 -0.049
H 1.586565 2.149470 -0.385356 -0.747 -0.767 1.112
H 2.940707 0.190947 0.368928 -1.879 -0.990 -0.027
H 2.187093 -0.310029 -1.171275 -0.192 0.862 0.467
H 1.495256 -2.096323 0.090181 -1.503 1.141 -0.071
H 1.043313 -1.131352 1.410607 -1.337 0.171 0.185
H -0.881915 -2.062791 -0.387879 1.177 2.650 0.427
```
Forces are in eV/Å.

Computed properties:
total charge	0
molecular weight	96.1	g mol⁻¹
HOMO energy	-9.102	eV
maximum force	0.104	Eh/bohr
ΔE to the lowest compared entry with this formula, charge and spin	38.3	kcal/mol
SMILES string	[H]/N=C1/C=CCCN1

Results of the natural (NBO) charge analysis, in e, for atoms 1 through 8: 0.334 -0.696 0.417 -0.270 -0.149 -0.461 -0.228 -0.635